# 1
Computed, not measured: 2 unconnected molecules or ions with the total composition C4H11N2, with ωB97M-V with the def2-TZVPD basis set.

Values from the calculation:
Energy above the lowest of the compared OMol25 structures with the same formula, charge and spin: 440.3 kJ/mol
2S+1: 1
LUMO level: -6.95 eV
E_HOMO: -0.45022 Ha
Charge: +1

Atoms and positions in Å:
N (-0.711, -1.557, 1.993)
N (1.144, 2.992, 1.097)
C (0.144, -1.561, 0.841)
C (-0.608, 0.483, -2.409)
C (-0.299, -0.855, -0.308)
C (0.215, -0.396, -1.522)
H (-0.774, -0.109, -3.340)
H (1.851, 3.088, 1.702)
H (0.833, -1.118, -2.068)
H (-1.568, 0.713, -1.913)
H (-1.579, -2.110, 2.034)
H (0.990, -2.216, 0.774)
H (0.968, 1.998, 0.898)
H (-0.071, 1.410, -2.768)
H (-0.147, -1.423, 2.800)
H (0.737, 3.779, 0.667)
H (-0.980, -0.086, -0.021)

Results of the Löwdin charge analysis, in e, for atoms 1 through 6:
1. N 0.1252
2. N 0.0517
3. C 0.0246
4. C -0.0450
5. C -0.0638
6. C -0.0020

# 2
Computed, not measured: a gas-phase ion, C4H11N2 (charge +1), with ωB97M-V with the def2-TZVPD basis set.

Values from the calculation:
Energy above the lowest of the compared OMol25 structures with the same formula, charge and spin: 268.6 kJ/mol
2S+1: 1
LUMO level: -3.03 eV
E_HOMO: -0.52740 Ha
Charge: +1
SMILES: C=NC[NH+](C)C

Atoms and positions in Å:
N (0.582, 0.433, -0.054)
N (-1.753, 0.057, 0.221)
C (-2.900, -0.308, -0.063)
C (1.846, 0.275, -0.843)
C (-0.573, -0.409, -0.504)
C (1.008, 0.169, 1.351)
H (-0.570, -0.413, -1.558)
H (-0.283, -1.464, -0.188)
H (1.717, -0.555, -1.521)
H (1.829, 1.227, -1.293)
H (1.500, -0.816, 1.300)
H (0.214, 0.286, 2.119)
H (1.687, 1.038, 1.606)
H (-3.793, 0.145, 0.454)
H (0.158, 1.425, -0.107)
H (-3.189, -1.135, -0.820)
H (2.520, 0.044, -0.101)

Results of the Löwdin charge analysis, in e, for atoms 1 through 6:
1. N -0.2156
2. N -0.0099
3. C -0.0275
4. C 0.0475
5. C -0.1641
6. C -0.0158

# 3
Computed, not measured: a gas-phase ion, C4H11N2 (charge +1), with ωB97M-V with the def2-TZVPD basis set.

Values from the calculation:
Energy above the lowest of the compared OMol25 structures with the same formula, charge and spin: 338.1 kJ/mol
2S+1: 1
LUMO level: -3.89 eV
E_HOMO: -0.45396 Ha
Charge: +1
SMILES: N/C=C\CC[NH3+]

Atoms and positions in Å:
N (-1.441, -1.516, 0.208)
N (0.312, 0.014, -1.538)
C (0.392, 1.358, -0.882)
C (0.802, 1.173, 0.581)
C (-0.797, -0.830, 1.313)
C (0.362, -0.130, 1.222)
H (-1.142, -1.183, 2.288)
H (0.556, 1.992, 1.248)
H (1.141, -0.517, -1.273)
H (-0.428, -0.583, -1.090)
H (-2.412, -1.744, 0.375)
H (1.030, 2.081, -1.378)
H (1.892, 1.096, 0.559)
H (-0.628, 1.740, -0.958)
H (-0.854, -2.339, 0.154)
H (1.205, -0.653, 1.684)
H (0.008, 0.041, -2.512)

Results of the Löwdin charge analysis, in e, for atoms 1 through 6:
1. N 0.0122
2. N 0.1664
3. C -0.1415
4. C -0.1605
5. C -0.1373
6. C -0.1230

# 4
Computed, not measured: a gas-phase ion, C4H11N2 (charge +1), with ωB97M-V with the def2-TZVPD basis set.

Values from the calculation:
Energy above the lowest of the compared OMol25 structures with the same formula, charge and spin: 127.0 kJ/mol
2S+1: 1
LUMO level: -3.62 eV
E_HOMO: -0.55027 Ha
Charge: +1
SMILES: CC/C(N)=[NH+]/C

Atoms and positions in Å:
N (-0.253, -1.574, 0.088)
N (-1.126, 0.646, 0.182)
C (-2.413, 0.357, -0.234)
C (-0.114, -0.318, 0.409)
C (1.222, 0.125, 0.847)
C (2.141, 0.316, -0.384)
H (-2.606, -0.695, -0.267)
H (0.588, -2.038, 0.249)
H (2.302, -0.675, -0.936)
H (1.272, 1.067, 1.166)
H (-1.038, 1.442, 0.678)
H (-0.978, -2.157, -0.203)
H (1.696, -0.675, 1.472)
H (1.549, 0.917, -1.097)
H (3.145, 0.658, -0.136)
H (-3.183, 0.718, 0.433)
H (-2.605, 0.899, -1.181)

Results of the Löwdin charge analysis, in e, for atoms 1 through 6:
1. N 0.2657
2. N 0.0584
3. C -0.0652
4. C -0.2358
5. C -0.1436
6. C -0.0603

# 5
Computed, not measured: a gas-phase ion, C4H11N2 (charge +1), with ωB97M-V with the def2-TZVPD basis set.

Values from the calculation:
Energy above the lowest of the compared OMol25 structures with the same formula, charge and spin: 351.8 kJ/mol
2S+1: 1
LUMO level: -3.84 eV
E_HOMO: -0.48335 Ha
Charge: +1
SMILES: C=C([NH3+])CCN

Atoms and positions in Å:
N (-0.837, -1.119, -2.134)
N (0.244, 1.202, 1.693)
C (0.680, 0.326, 0.512)
C (-0.246, 0.540, -0.510)
C (1.732, -0.373, 0.931)
C (-0.991, -0.755, -0.678)
H (0.594, 2.273, 1.451)
H (-0.520, -1.570, -0.096)
H (-0.867, 1.486, -0.315)
H (-2.010, -0.638, -0.409)
H (0.883, 0.912, 2.500)
H (-0.916, -2.090, -2.376)
H (-1.614, -0.741, -2.662)
H (2.195, -1.011, 0.107)
H (-0.828, 1.085, 1.787)
H (0.133, 0.807, -1.554)
H (2.368, -0.335, 1.755)

Results of the Löwdin charge analysis, in e, for atoms 1 through 6:
1. N 0.0046
2. N 0.1528
3. C -0.3420
4. C -0.1963
5. C 0.1099
6. C -0.2277

# 6
Computed, not measured: 2 unconnected molecules or ions with the total composition C4H11N2, with ωB97M-V with the def2-TZVPD basis set.

Values from the calculation:
Energy above the lowest of the compared OMol25 structures with the same formula, charge and spin: 547.7 kJ/mol
2S+1: 1
LUMO level: -8.04 eV
E_HOMO: -0.58162 Ha
Charge: +1

Atoms and positions in Å:
N (0.745, 1.312, 1.904)
N (1.123, 0.827, -0.775)
C (-0.887, -1.050, -1.800)
C (0.129, -1.368, -0.696)
C (0.542, -0.051, -0.044)
C (0.374, 0.100, 1.380)
H (-1.816, -0.625, -1.425)
H (-1.135, 1.644, 0.244)
H (-1.095, -1.851, -2.504)
H (1.672, 1.225, 2.329)
H (1.400, 1.636, -0.202)
H (0.120, 1.814, 2.521)
H (-0.257, -0.489, 2.048)
H (-1.357, 0.945, 0.351)
H (-0.201, -1.998, 0.137)
H (1.030, -1.822, -1.110)
H (-0.388, -0.248, -2.357)

Results of the Löwdin charge analysis, in e, for atoms 1 through 6:
1. N 0.1108
2. N 0.2721
3. C -0.0750
4. C -0.1793
5. C -0.4136
6. C 0.0541

# 7
Computed, not measured: 2 unconnected molecules or ions with the total composition C4H11N2, with ωB97M-V with the def2-TZVPD basis set.

Values from the calculation:
Energy above the lowest of the compared OMol25 structures with the same formula, charge and spin: 226.4 kJ/mol
2S+1: 1
LUMO level: -5.34 eV
E_HOMO: -0.50874 Ha
Charge: +1

Atoms and positions in Å:
N (-0.593, 1.036, -1.293)
N (-2.174, -0.716, 0.458)
C (0.342, 0.125, -1.280)
C (1.995, -1.068, 0.030)
C (1.157, 0.000, -0.172)
C (1.051, 1.017, 0.928)
H (-1.866, -1.626, 0.836)
H (-2.966, -0.363, 0.990)
H (1.921, 1.604, 0.953)
H (-0.593, 1.820, -0.692)
H (-2.530, -0.865, -0.538)
H (-1.376, 1.065, -2.015)
H (0.222, -0.596, -2.171)
H (0.869, 0.577, 1.929)
H (2.511, -1.154, 1.085)
H (2.345, -1.791, -0.764)
H (0.146, 1.653, 0.750)

Results of the Löwdin charge analysis, in e, for atoms 1 through 6:
1. N 0.1760
2. N -0.0022
3. C -0.0674
4. C 0.1763
5. C -0.3502
6. C -0.0324

# 8
Computed, not measured: a gas-phase ion, C4H11N2 (charge +1), with ωB97M-V with the def2-TZVPD basis set.

Values from the calculation:
Energy above the lowest of the compared OMol25 structures with the same formula, charge and spin: 287.2 kJ/mol
2S+1: 1
LUMO level: -2.81 eV
E_HOMO: -0.57876 Ha
Charge: +1
SMILES: C[C@@H]1N[N+]1(C)C

Atoms and positions in Å:
N (-0.248, 0.435, -0.340)
N (0.483, 1.489, 0.266)
C (1.465, -0.818, 1.144)
C (1.128, 0.101, 0.019)
C (-0.565, 0.710, -1.749)
C (-1.355, -0.198, 0.370)
H (-1.127, -0.318, 1.429)
H (-1.393, 0.088, -2.082)
H (-0.839, 1.761, -1.851)
H (-1.541, -1.183, -0.057)
H (2.547, -0.840, 1.251)
H (-2.253, 0.411, 0.269)
H (1.134, -1.833, 0.930)
H (0.246, 1.649, 1.243)
H (0.297, 0.520, -2.384)
H (1.812, 0.128, -0.819)
H (1.043, -0.505, 2.096)

Results of the Löwdin charge analysis, in e, for atoms 1 through 6:
1. N -0.3256
2. N 0.1764
3. C -0.0135
4. C -0.1756
5. C 0.0400
6. C 0.0284

# 9
Computed, not measured: a gas-phase ion, C4H11N2 (charge +1), with ωB97M-V with the def2-TZVPD basis set.

Values from the calculation:
Energy above the lowest of the compared OMol25 structures with the same formula, charge and spin: 157.4 kJ/mol
2S+1: 1
LUMO level: -3.52 eV
E_HOMO: -0.43091 Ha
Charge: +1
SMILES: N/C=C/CC[NH3+]

Atoms and positions in Å:
N (-1.886, -0.249, -1.101)
N (2.388, 1.908, 0.885)
C (0.715, 0.312, 0.013)
C (-0.102, -0.888, 0.479)
C (1.451, 0.936, 0.948)
C (-1.066, -1.399, -0.571)
H (0.781, 0.320, -1.072)
H (-1.933, 0.531, -0.469)
H (1.120, 0.758, 1.964)
H (2.503, 2.577, 1.620)
H (-1.763, -2.137, -0.180)
H (-1.536, 0.169, -1.973)
H (-2.807, -0.595, -1.389)
H (-0.548, -1.916, -1.356)
H (-0.619, -0.720, 1.434)
H (0.507, -1.752, 0.759)
H (2.796, 2.145, 0.009)

Results of the Löwdin charge analysis, in e, for atoms 1 through 6:
1. N 0.1937
2. N 0.0945
3. C -0.1332
4. C -0.2277
5. C -0.2132
6. C -0.1501

# 10
Computed, not measured: a gas-phase ion, C4H11N2 (charge +1), with ωB97M-V with the def2-TZVPD basis set.

Values from the calculation:
Energy above the lowest of the compared OMol25 structures with the same formula, charge and spin: 270.9 kJ/mol
2S+1: 1
LUMO level: -2.79 eV
E_HOMO: -0.54242 Ha
Charge: +1
SMILES: C[C@H]1C[N@@H+]1CN

Atoms and positions in Å:
N (2.368, 0.063, 0.516)
N (0.048, -0.219, -0.696)
C (-0.457, -1.216, 0.176)
C (1.698, 0.342, -0.626)
C (-0.913, 0.136, 0.418)
C (-2.313, 0.596, 0.103)
H (-2.287, 1.537, -0.365)
H (-1.114, -1.823, -0.238)
H (-0.356, -0.057, -1.638)
H (-2.799, -0.051, -0.666)
H (2.068, -0.309, -1.395)
H (-0.405, 0.661, 1.272)
H (0.296, -1.714, 0.934)
H (2.554, 0.612, 1.310)
H (1.355, 1.415, -0.628)
H (3.021, -0.682, 0.429)
H (-2.764, 0.709, 1.091)

Results of the Löwdin charge analysis, in e, for atoms 1 through 6:
1. N 0.0865
2. N -0.0036
3. C -0.0871
4. C -0.0991
5. C -0.2598
6. C -0.0180

# 11
Computed, not measured: a gas-phase ion, C4H11N2 (charge +1), with ωB97M-V with the def2-TZVPD basis set.

Values from the calculation:
Energy above the lowest of the compared OMol25 structures with the same formula, charge and spin: 286.1 kJ/mol
2S+1: 1
LUMO level: -4.31 eV
E_HOMO: -0.46834 Ha
Charge: +1
SMILES: NCC/C=C\[NH3+]

Atoms and positions in Å:
N (-1.025, -1.020, -2.280)
N (1.818, 0.779, 1.437)
C (-0.423, 0.722, 0.505)
C (0.392, 1.085, 1.726)
C (0.033, -0.632, -0.042)
C (-0.664, -1.428, -0.860)
H (-1.494, 0.638, 0.661)
H (-0.458, -2.486, -0.972)
H (-0.212, 1.498, -0.244)
H (0.239, 2.097, 2.102)
H (-0.243, -0.737, -2.870)
H (2.372, 1.244, 2.143)
H (2.083, 1.074, 0.505)
H (0.658, -1.148, 0.684)
H (-1.780, -0.326, -2.348)
H (0.202, 0.442, 2.592)
H (-1.497, -1.802, -2.741)

Results of the Löwdin charge analysis, in e, for atoms 1 through 6:
1. N 0.1897
2. N -0.0096
3. C -0.1726
4. C -0.2731
5. C -0.0516
6. C -0.0569

# 12
Computed, not measured: a gas-phase ion, C4H11N2 (charge +1), with ωB97M-V with the def2-TZVPD basis set.

Values from the calculation:
Energy above the lowest of the compared OMol25 structures with the same formula, charge and spin: 556.4 kJ/mol
2S+1: 1
LUMO level (spin up / spin down): -6.08 / -5.18 eV
E_HOMO (spin up / spin down): -0.50819 / -0.59040 Ha
Charge: +1

Atoms and positions in Å:
N (-1.648, -0.758, -0.423)
N (-0.285, -0.514, 0.000)
C (0.442, -1.800, -0.196)
C (0.429, 1.919, -0.643)
C (-0.210, -0.088, 1.414)
C (0.334, 0.508, -0.924)
H (0.798, 0.248, 1.654)
H (0.409, 0.139, -1.935)
H (-0.234, -2.487, -0.702)
H (1.495, 2.139, -0.455)
H (-0.116, 2.248, 0.241)
H (-2.262, 0.007, -0.143)
H (-0.480, -0.928, 2.051)
H (0.175, 2.525, -1.516)
H (-0.914, 0.720, 1.611)
H (0.729, -2.227, 0.759)
H (1.339, -1.651, -0.794)

Results of the Löwdin charge analysis, in e, for atoms 1 through 6:
1. N 0.2618
2. N -0.4388
3. C 0.0172
4. C -0.0545
5. C 0.0023
6. C 0.0051

The E_tot results, record by record, are as follows: -7296.3849 -7298.1641 -7297.4439 -7299.6313 -7297.3018 -7295.2717 -7298.6013 -7297.9710 -7299.3172 -7298.1405 -7297.9832 -7295.1814 eV.